(1)
CHAlO3 as an isolated structure. Source: OMol25; level of theory: wB97M-V/def2-TZVPD.

Output
net charge = +3
2S+1 = 2
HOMO-LUMO gap (alpha / beta) = 6.87 / 7.67 eV
E_HOMO (alpha / beta) = -28.9 / -28.2 eV

Last column: Mulliken spin population.
Element x y z (Å)
Al -11.5951 10.9379 21.6054  -0.929
O -13.3018 13.3138 24.7432  0.214
C -14.0668 12.3366 24.4543  -0.085
O -13.5770 11.4455 23.7424  0.827
O -15.2793 12.4267 24.6967  0.982
H -12.4696 13.0680 24.3325  -0.010



(2)
A 2-piece molecular cluster, C36H48N2O5 overall. Source: OMol25; level of theory: wB97M-V/def2-TZVPD.

Output
HOMO-LUMO gap = 2.44 eV
energy above the lowest of the compared OMol25 structures with the same formula, charge and spin = 0.0 kJ/mol
E_HOMO = -5.3 eV

Last column: Löwdin charge in e.
Element x y z (Å)
C 2.8997 -1.0954 -6.3924  -0.089
C 3.2517 0.1100 -5.5739  -0.246
O 3.1405 -0.3246 -4.1991  -0.020
C 3.3991 0.7003 -3.3703  -0.458
C 3.2497 0.4796 -1.9343  -0.070
C 3.9142 1.5307 -1.0835  -0.292
C 5.2729 2.0982 -1.5729  -0.158
C 5.7799 3.2776 -0.7361  -0.206
C 4.7090 4.3723 -0.5779  -0.214
C 3.3585 3.8121 -0.1130  -0.215
C 2.9041 2.6688 -1.0082  -0.186
C 3.0324 -0.7922 -1.2766  -0.523
O 3.1415 -0.9683 -0.0638  -0.006
O 2.7075 -1.8037 -2.0813  -0.018
C 2.4344 -3.0007 -1.3167  -0.247
C 2.0982 -4.0555 -2.3167  -0.083
O 3.7531 1.7814 -3.8836  -0.023
H 2.8167 -0.8428 -7.4485  0.068
H 3.6677 -1.8695 -6.3036  0.075
H 1.9400 -1.5085 -6.0697  0.071
H 4.2596 0.4791 -5.8108  0.126
H 2.5354 0.9224 -5.7284  0.120
H 4.0593 1.0411 -0.1147  0.131
H 6.0206 1.2923 -1.6133  0.118
H 5.1055 2.4381 -2.6019  0.095
H 6.0733 2.9036 0.2573  0.104
H 6.6782 3.6986 -1.2140  0.102
H 5.0689 5.1361 0.1250  0.096
H 4.5749 4.8696 -1.5517  0.112
H 3.4558 3.4354 0.9173  0.107
H 2.5881 4.5949 -0.1341  0.097
H 2.7868 3.0169 -2.0434  0.116
H 1.9405 2.2694 -0.6637  0.105
H 3.2961 -3.2916 -0.6998  0.128
H 1.5893 -2.7946 -0.6498  0.102
H 1.6599 -4.9268 -1.8356  0.073
H 1.3983 -3.6896 -3.0626  0.054
H 2.9944 -4.3981 -2.8276  0.080
C -5.0118 2.0705 3.9567  -0.004
N -3.8040 1.4414 3.4742  -0.039
C -2.6207 1.5845 4.1355  -0.366
O -2.4387 2.2709 5.1373  0.097
C -1.5702 0.7624 3.3860  -0.154
C -0.9588 -0.3722 4.2199  -0.082
C -0.2273 0.1245 5.4472  -0.237
C -0.6942 -0.2134 6.7223  -0.046
C -0.1023 0.3538 7.8505  -0.075
C 0.9957 1.2110 7.6885  -0.083
C 1.5082 1.4958 6.4173  -0.068
C 0.8978 0.9429 5.2904  -0.035
N -2.3204 0.2923 2.2165  0.055
C -1.6600 -0.3536 1.2315  0.042
C -2.2499 -0.8333 0.0624  -0.055
C -1.6133 -1.3802 -1.0601  0.082
C -2.4012 -2.0128 -2.0983  -0.189
C -1.7996 -2.9007 -3.0355  0.010
C -2.5347 -3.5098 -4.0386  -0.020
C -3.9117 -3.2668 -4.1815  -0.252
C -4.6621 -3.8423 -5.3458  -0.046
C -4.5463 -2.4658 -3.2247  -0.032
C -3.8259 -1.8480 -2.2111  -0.004
C -3.7591 0.6527 2.2532  -0.461
C -4.6920 -0.5550 2.4081  0.012
C -4.2108 1.5148 1.0690  0.013
H -4.8087 2.5771 4.9062  0.103
H -5.3867 2.8015 3.2291  0.096
H -5.7882 1.3129 4.1123  0.092
H -0.7657 1.4454 3.0540  0.175
H -1.7732 -1.0597 4.4959  0.128
H -0.2775 -0.9174 3.5507  0.122
H -1.5410 -0.9001 6.8068  0.113
H -0.5123 0.1350 8.8448  0.108
H 1.4577 1.6634 8.5719  0.104
H 2.3754 2.1605 6.2914  0.113
H 1.2779 1.1428 4.2833  0.122
H -0.6068 -0.5628 1.4628  0.161
H -3.3395 -0.8207 0.0468  0.059
H -0.5218 -1.3933 -1.1202  0.136
H -0.7393 -3.1704 -2.8998  0.110
H -2.0577 -4.1800 -4.7628  0.128
H -5.7243 -3.5598 -5.3492  0.081
H -4.2294 -3.5138 -6.3032  0.094
H -4.6088 -4.9405 -5.3733  0.091
H -5.6290 -2.3108 -3.2943  0.119
H -4.3842 -1.2854 -1.4516  0.103
H -4.4469 -1.1055 3.3275  0.103
H -5.7323 -0.2018 2.4690  0.093
H -4.5998 -1.2318 1.5547  0.078
H -3.6101 2.4341 1.0268  0.113
H -4.0989 0.9741 0.1270  0.072
H -5.2710 1.7770 1.1969  0.094



(3)
C12H32AsF6N2O6S3 as an isolated structure. Source: OMol25; level of theory: wB97M-V/def2-TZVPD.

Output
net charge = +2
2S+1 = 2
HOMO-LUMO gap (alpha / beta) = 6.97 / 2.34 eV
E_HOMO (alpha / beta) = -13.7 / -13.7 eV

Last column: Mulliken spin population.
Element x y z (Å)
N -0.4715 3.8425 -2.0137  0.000
H -0.3893 3.3594 -1.1305  0.000
H -1.4153 4.0248 -2.3235  0.000
H 0.0675 3.3459 -2.7086  0.000
H -0.0610 4.7618 -1.9331  0.000
N -4.4131 2.1886 -2.0434  0.000
H -3.8617 1.6091 -1.4268  0.000
H -3.9172 3.0674 -2.0867  0.000
H -5.2501 2.3157 -1.4925  0.000
H -4.6649 1.9708 -2.9970  0.000
As -0.6841 0.7280 0.6137  0.001
F -1.0795 -1.0709 0.9270  0.000
F 1.0532 0.3840 0.9668  0.001
F -0.1948 2.4472 0.3864  -0.001
F -2.3311 1.1670 0.1333  0.000
F -1.0939 1.0481 2.3096  0.000
F -0.3127 0.4676 -1.1220  0.000
C 1.8940 2.5793 3.1812  0.021
C 2.1851 1.4208 4.1928  0.001
C 2.0242 1.8003 5.7099  0.193
S 0.5331 2.9055 5.5549  -0.011
O 0.6421 4.1204 6.3720  0.364
O -0.6545 2.0426 5.6953  0.247
C 0.7634 3.4044 3.8270  0.145
H 1.7175 2.2825 2.1474  0.016
H 2.8197 3.1444 3.0726  -0.001
H 3.1937 1.1170 3.9123  0.028
H 1.6772 0.5025 3.8979  -0.004
H 2.8139 2.4141 6.1432  0.007
H 1.9021 1.0321 6.4735  -0.006
H 1.1684 4.4137 3.7537  0.000
H -0.2573 3.4252 3.4449  -0.001
C 3.2863 -2.5322 -0.8303  0.000
C 3.5245 -1.1081 -1.3598  0.000
C 3.8168 -1.3608 -2.8953  0.000
S 2.9289 -2.8650 -3.3815  0.000
O 3.9025 -3.8948 -3.7911  0.000
O 1.7291 -2.5343 -4.1731  0.000
C 2.2530 -3.1665 -1.7124  0.000
H 2.8221 -2.4539 0.1528  0.000
H 4.0813 -3.2758 -0.7746  0.000
H 4.2013 -0.6600 -0.6323  0.000
H 2.7012 -0.4443 -1.0957  0.000
H 4.8911 -1.5450 -2.8987  0.000
H 3.4316 -0.5361 -3.4950  0.000
H 2.0275 -4.2058 -1.4735  0.000
H 1.2784 -2.7299 -1.4941  0.000
C -1.8819 -3.6426 -1.2450  0.000
C -3.1279 -3.2697 -0.4060  0.000
C -3.7999 -1.9759 -0.9778  0.000
S -3.1009 -1.6646 -2.4925  0.000
O -2.7642 -0.2059 -2.6408  0.000
O -3.9209 -2.3682 -3.5241  0.000
C -1.4308 -2.4989 -2.2102  0.000
H -2.1327 -4.6008 -1.7002  0.000
H -1.2157 -3.9959 -0.4579  0.000
H -2.7788 -2.8764 0.5488  0.000
H -3.8566 -4.0611 -0.2306  0.000
H -3.6224 -1.2275 -0.2055  0.000
H -4.8784 -2.0764 -1.0993  0.000
H -0.8319 -1.6806 -1.8105  0.000
H -0.9358 -2.8050 -3.1318  0.000



(4)
C5H7N2 as an isolated structure. Source: OMol25; level of theory: wB97M-V/def2-TZVPD.

Output
net charge = +1
HOMO-LUMO gap = 9.56 eV
energy above the lowest of the compared OMol25 structures with the same formula, charge and spin = 535.7 kJ/mol
E_HOMO = -14.9 eV

Last column: natural (NBO) charge in e.
Element x y z (Å)
C -1.0081 0.8336 -0.4257  0.455
C 0.6970 -1.1154 -0.8624  0.245
C -1.2601 -1.5269 -0.7063  -0.228
C 0.3938 1.0921 -0.1219  -0.168
C 0.6747 1.2900 1.4189  -0.561
N 1.0252 -0.0187 -0.5660  -0.269
N -1.4800 -0.2352 -0.6113  -0.239
H 1.1885 -2.0366 -1.0316  0.256
H -1.3443 -2.0289 -1.6415  0.251
H -1.5840 -2.1143 0.0972  0.250
H 0.7121 2.0419 -0.6671  0.283
H 1.7495 1.2637 1.6850  0.267
H 0.2386 0.4043 1.7376  0.202
H -0.0031 2.1503 1.6951  0.255



(5)
A 2-piece molecular cluster, C2H6N5 overall. Source: OMol25; level of theory: wB97M-V/def2-TZVPD.

Output
net charge = +1
HOMO-LUMO gap = 8.58 eV
energy above the lowest of the compared OMol25 structures with the same formula, charge and spin = 501.8 kJ/mol
E_HOMO = -13.9 eV

Last column: natural (NBO) charge in e.
Element x y z (Å)
C -0.7948 0.8442 -2.5432  -0.457
C 0.9663 -0.9190 2.3595  -0.554
N -0.5286 0.9528 -0.1604  0.295
N -0.1675 1.0377 0.9033  -0.219
N 0.0087 -1.7026 0.2461  0.328
N -0.9604 0.5422 -1.1769  -0.245
N 0.4141 -1.2408 1.1651  0.147
H -0.9761 2.0218 -2.6527  0.236
H 0.1849 0.4556 -2.7988  0.223
H -1.5783 0.4524 -3.2956  0.261
H 1.0076 0.2321 2.3844  0.346
H 0.3177 -1.3700 3.1718  0.316
H 2.1064 -1.3066 2.3973  0.323



(6)
A 4-piece molecular cluster, C2H12O3S2 overall. Source: OMol25; level of theory: wB97M-V/def2-TZVPD.

Output
HOMO-LUMO gap = 9.68 eV
energy above the lowest of the compared OMol25 structures with the same formula, charge and spin = 96.6 kJ/mol
E_HOMO = -9.1 eV

Last column: natural (NBO) charge in e.
Element x y z (Å)
C -1.5196 1.1563 1.6137  -0.757
S -1.8690 2.6316 0.6443  0.099
S -0.1213 3.6096 0.4141  0.072
C 0.0506 4.5993 1.9405  -0.758
H -1.3734 1.4214 2.6587  0.222
H -2.4419 0.5654 1.5912  0.232
H -0.7563 0.5366 1.1599  0.208
H 1.0512 4.6668 2.3619  0.228
H -0.1798 5.5987 1.5976  0.219
H -0.6676 4.3466 2.7273  0.233
H 0.4263 -2.3633 -3.6847  0.468
H 0.5789 -3.8649 -3.9097  0.465
O 1.0916 -3.0518 -3.7943  -0.932
H 0.8202 0.0561 -0.2485  0.460
H 1.4152 1.0265 -1.2492  0.471
O 1.4843 0.1167 -0.9404  -0.930
H 0.9866 -7.3734 -0.3593  0.464
H 0.0348 -6.8181 -1.3317  0.461
O 0.9891 -6.8602 -1.1912  -0.924